Below is C33H64N5O14V as an isolated structure, with properties calculated with the ωB97M-V functional and the def2-TZVPD basis.

Geometry as XYZ:
```
117
Properties=species:S:1:pos:R:3:forces:R:3:lowdin_charge:R:1
V 0.893 0.785 4.689 -1.60 -2.51 -3.47 1.37
C -0.146 0.041 0.135 0.83 -1.30 0.93 -0.05
C 0.123 0.916 1.409 -2.12 0.33 -0.48 -0.37
O 0.960 0.438 2.419 1.01 0.07 2.34 -0.38
H -0.679 0.441 -0.727 0.28 1.02 0.28 0.05
H -0.771 -0.827 0.344 0.06 -0.20 0.57 0.04
H 0.811 -0.372 -0.184 0.12 0.03 -0.30 0.03
H -0.863 1.018 1.863 -0.43 0.45 -0.12 0.09
H 0.397 1.893 1.009 0.45 0.36 0.29 0.08
C -1.169 1.384 -6.383 -0.26 -0.79 0.08 0.01
C -2.164 1.661 -5.241 0.26 1.89 -1.07 -0.53
O -2.978 2.562 -5.383 0.29 -0.91 0.37 0.06
N -2.030 0.964 -4.083 0.32 0.13 -0.10 0.01
C -2.919 1.142 -2.957 -0.36 -0.76 0.83 -0.07
H -0.169 1.081 -6.071 0.12 0.10 0.37 0.04
H -1.069 2.207 -7.090 -0.26 0.15 0.43 0.10
H -1.542 0.538 -6.959 -0.16 -0.08 -0.09 0.09
H -1.300 0.268 -4.029 -0.33 0.12 0.01 0.12
H -3.556 2.026 -2.958 0.33 0.02 -0.65 0.10
H -2.372 1.164 -2.015 0.31 0.14 -0.02 0.05
H -3.573 0.274 -2.872 -0.28 0.01 -0.06 0.08
C 3.366 2.631 1.276 -0.39 0.00 0.23 -0.02
C 4.840 2.362 1.424 2.77 1.22 -2.58 -0.50
O 5.622 2.529 0.419 -2.73 -1.14 3.47 0.00
N 5.283 2.102 2.689 -0.26 -0.44 -0.65 0.01
C 6.578 1.505 2.959 0.73 -0.29 0.48 -0.06
H 2.943 1.951 0.536 0.18 0.41 -0.32 0.05
H 3.238 3.685 1.031 -0.02 -0.16 -0.47 0.10
H 2.731 2.452 2.143 0.32 -0.11 0.46 0.05
H 4.556 1.993 3.381 0.31 -0.05 -0.12 0.11
H 6.910 1.711 3.977 -0.13 0.45 -0.04 0.08
H 7.354 1.843 2.272 -0.38 0.26 -0.03 0.10
H 6.582 0.416 2.920 -0.37 -0.15 -0.36 0.08
C -1.761 -2.356 3.572 0.43 -0.79 0.22 0.04
C -0.898 -2.139 4.788 -2.42 -2.85 -1.32 -0.56
O -0.374 -1.069 4.922 3.38 5.96 1.21 -0.07
N -0.775 -3.099 5.677 0.62 -0.40 1.95 0.08
C -0.120 -2.954 7.017 0.22 -0.80 -0.36 -0.01
H -2.807 -2.115 3.759 -0.02 -0.06 0.16 0.10
H -1.652 -3.417 3.346 -0.43 -0.01 -0.44 0.09
H -1.418 -1.744 2.738 0.11 -0.05 0.14 0.08
H -1.119 -4.034 5.511 -0.31 0.31 -0.32 0.16
H -0.798 -2.927 7.871 -0.54 0.52 -0.45 0.10
H 0.587 -2.126 7.067 -0.26 -0.09 -0.24 0.08
H 0.416 -3.882 7.218 0.33 0.08 -0.32 0.09
C 2.499 0.020 -5.395 -0.06 0.30 0.41 0.06
C 1.630 -1.167 -5.127 0.99 0.96 -0.47 -0.43
O 1.040 -1.637 -6.101 -0.99 -1.15 -0.93 0.29
N 1.509 -1.812 -3.973 -0.45 0.01 0.11 0.17
C 2.122 -1.451 -2.729 1.05 0.37 0.43 -0.01
H 3.516 -0.250 -5.110 0.11 0.32 0.17 0.12
H 2.108 0.884 -4.859 0.31 0.02 0.38 0.10
H 2.479 0.301 -6.448 -0.08 -0.41 0.03 0.12
H 0.859 -2.583 -4.025 -0.09 -0.47 0.18 0.19
H 3.195 -1.280 -2.818 0.16 -0.01 -0.46 0.12
H 2.052 -2.201 -1.941 -0.55 -0.08 -0.37 0.09
H 1.722 -0.475 -2.454 -0.22 0.00 0.33 0.11
C 2.439 -3.004 2.990 -0.09 1.22 -0.52 0.02
C 3.288 -2.490 1.784 -0.16 -0.09 0.98 -0.53
O 4.230 -3.135 1.425 0.81 -0.79 -0.66 0.09
N 2.976 -1.290 1.208 -0.55 0.20 0.69 0.02
C 3.693 -0.744 0.079 -0.26 -0.03 -0.22 -0.07
H 1.540 -2.396 3.098 -0.34 -0.06 -0.08 0.04
H 2.989 -2.864 3.920 0.34 -0.14 -0.12 0.08
H 2.183 -4.060 2.903 0.19 0.13 -0.22 0.08
H 2.336 -0.679 1.693 -0.32 0.06 0.05 0.06
H 3.837 -1.569 -0.618 0.51 0.22 -0.05 0.08
H 4.610 -0.185 0.267 0.38 -0.57 0.37 0.09
H 3.077 0.029 -0.380 -0.40 -0.16 -0.17 0.06
O -4.784 2.320 -0.323 1.89 0.69 1.30 0.10
C -3.969 2.983 0.304 -2.07 0.58 -1.31 -0.44
O -3.412 2.598 1.464 -0.09 -1.20 0.16 0.02
C -2.624 3.621 2.046 0.13 1.09 -0.40 -0.16
C -2.252 4.525 0.861 0.30 -0.10 0.34 -0.14
C -3.479 4.408 -0.070 1.24 -0.99 0.57 -0.03
H -1.748 3.226 2.560 -0.10 -0.37 -0.16 0.10
H -3.222 4.161 2.780 -0.12 -0.02 0.03 0.13
H -1.381 4.102 0.362 0.02 -0.22 -0.10 0.07
H -1.894 5.491 1.217 -0.57 0.26 -0.21 0.13
H -3.145 4.312 -1.103 -0.42 0.49 -0.09 0.10
H -4.212 5.200 0.086 -0.16 -0.32 -0.18 0.14
O -5.819 -2.082 2.847 2.10 0.17 -5.00 0.05
C -5.324 -1.975 1.680 -2.10 -0.11 3.71 -0.38
O -4.129 -1.374 1.502 0.13 -0.54 1.02 -0.01
C -3.733 -1.288 0.140 -0.30 0.96 0.38 -0.16
C -4.950 -1.685 -0.667 -0.35 0.14 -1.20 -0.16
C -5.888 -2.358 0.283 -0.12 -0.55 2.21 -0.06
H -2.834 -1.883 -0.015 -0.02 -0.15 -0.06 0.10
H -3.531 -0.221 0.037 0.40 -0.07 -0.49 0.11
H -4.695 -2.346 -1.495 -0.02 0.20 -0.10 0.12
H -5.453 -0.796 -1.048 0.27 0.04 -0.22 0.12
H -5.861 -3.446 0.224 -0.05 -0.06 -0.01 0.13
H -6.936 -2.059 0.266 0.14 0.06 -0.23 0.14
O 2.596 -5.930 -0.319 -3.23 2.06 0.82 0.12
C 1.547 -5.273 -0.192 3.65 -3.88 -1.05 -0.48
O 1.245 -4.339 -1.068 0.26 2.39 -1.70 0.02
C 0.058 -3.628 -0.735 -0.41 -0.13 0.28 -0.16
C -0.292 -4.105 0.667 -1.01 0.14 -0.10 -0.15
C 0.409 -5.450 0.733 0.01 0.22 1.60 -0.06
H -0.710 -3.886 -1.464 -0.08 -0.17 -0.04 0.13
H 0.166 -2.544 -0.747 0.53 -0.04 -0.19 0.08
H -1.378 -4.188 0.699 -0.02 -0.08 0.42 0.12
H 0.018 -3.396 1.435 0.22 -0.06 -0.09 0.09
H -0.285 -6.246 0.463 0.43 -0.21 -0.22 0.15
H 0.875 -5.674 1.693 -0.47 -0.17 0.18 0.13
O 0.775 6.443 -3.447 -0.11 -0.16 0.22 0.16
C 0.663 5.448 -2.801 -0.23 0.26 -1.07 -0.47
O 1.648 5.010 -1.982 0.10 -0.89 0.24 0.04
C 1.193 3.847 -1.269 -0.74 0.08 -1.01 -0.16
C 0.014 3.240 -2.060 0.34 1.13 0.37 -0.17
C -0.526 4.483 -2.781 -0.06 -0.52 0.38 -0.05
H 0.742 4.247 -0.361 0.67 -0.47 0.61 0.11
H 1.956 3.071 -1.204 0.37 0.69 0.61 0.11
H -0.622 2.846 -1.268 -0.43 -0.44 -0.56 0.07
H 0.343 2.489 -2.779 -0.11 -0.16 0.13 0.10
H -1.315 4.970 -2.208 -0.06 0.07 0.02 0.11
H -0.941 4.245 -3.760 0.20 0.38 -0.06 0.13
```
Forces are in eV/Å.

Computed properties:
Multiplicity   5
HOMO-LUMO gap (spin up / spin down)   5.69 / 3.26 eV
Charge   +2
E_tot   -3566.2428 a.u.

***

Below is C28H79N7O9Ti as an isolated structure, with properties calculated with the ωB97M-V functional and the def2-TZVPD basis.

Geometry as XYZ:
```
124
Properties=species:S:1:pos:R:3:forces:R:3:lowdin_charge:R:1
Ti -0.058 0.912 -0.813 -0.31 0.22 -0.16 0.55
O 1.371 2.234 -1.948 0.51 -0.28 0.72 -0.47
H 2.228 2.141 -1.488 -0.19 0.51 -0.30 -0.08
O -2.053 1.483 -2.130 -1.02 0.16 -0.25 -0.43
H -3.017 1.478 -2.287 0.64 -0.01 -0.08 -0.04
C 4.995 -0.086 0.929 -0.91 -1.00 1.17 -0.04
C 3.830 -0.968 1.447 -0.21 0.14 0.29 -0.39
C 3.758 -1.044 3.035 -0.03 0.95 -1.94 -0.22
O 4.843 -1.751 3.561 -0.26 -0.89 1.28 -0.19
C 4.595 -1.959 4.964 1.39 -0.11 -0.44 -0.14
N 2.570 -0.441 0.942 0.86 0.26 1.37 0.05
H 5.881 -0.487 1.421 0.36 0.45 -0.13 0.07
H 4.716 0.911 1.269 0.52 0.26 -0.21 0.07
H 5.102 -0.141 -0.154 -0.10 0.07 0.05 0.06
H 3.959 -1.984 1.076 0.37 -0.45 0.19 0.11
H 2.794 -1.443 3.351 -0.16 -0.47 -0.15 0.11
H 3.789 -0.045 3.469 -0.08 0.56 -0.18 0.11
H 3.791 -2.661 5.184 -0.41 0.27 -0.28 0.07
H 4.493 -1.004 5.479 -0.52 0.15 0.00 0.08
H 5.491 -2.400 5.401 0.19 -0.13 -0.22 0.07
H 2.499 -0.433 -0.065 -0.16 -0.28 -0.37 0.03
H 1.795 -0.948 1.345 -0.62 0.00 -0.26 0.03
C -2.107 5.183 1.056 -0.71 -0.42 0.23 -0.06
C -2.618 3.959 0.242 0.25 1.57 0.04 -0.40
C -3.677 4.389 -0.853 0.93 -0.37 1.24 -0.15
O -4.834 5.028 -0.263 0.12 -0.99 -0.54 -0.21
C -5.603 4.171 0.614 0.82 1.45 -0.20 -0.09
N -1.385 3.363 -0.272 -1.18 1.40 -0.06 0.05
H -1.548 4.768 1.895 0.23 0.14 0.09 0.06
H -2.874 5.827 1.486 -0.31 -0.05 -0.05 0.06
H -1.438 5.805 0.462 0.00 -0.20 -0.16 0.07
H -3.120 3.258 0.910 -0.30 0.14 0.23 0.09
H -3.967 3.515 -1.436 -0.17 -0.15 -0.02 0.10
H -3.197 5.088 -1.539 -0.19 0.22 0.08 0.12
H -6.536 4.717 0.750 -0.08 -0.17 0.15 0.08
H -5.043 4.151 1.549 -0.36 -0.42 0.30 0.08
H -5.812 3.160 0.264 0.25 0.12 -0.33 0.06
H -1.689 2.676 -0.946 0.41 -0.67 -0.72 -0.02
H -0.867 2.969 0.501 -0.06 -0.26 -0.14 0.02
C 3.121 -2.430 -2.275 0.97 -1.01 -0.02 -0.07
C 3.101 -0.973 -2.742 -1.72 -1.73 1.08 -0.37
C 3.046 -0.943 -4.300 -0.35 0.05 0.05 -0.17
O 4.048 -1.699 -4.966 -0.53 0.40 -0.50 -0.20
C 5.356 -1.362 -4.673 0.16 0.27 1.05 -0.14
N 1.936 -0.398 -2.038 1.08 0.19 -0.92 0.00
H 2.987 -2.575 -1.204 -0.15 0.59 0.14 0.06
H 4.092 -2.883 -2.470 0.17 -0.24 -0.30 0.06
H 2.378 -3.082 -2.735 -0.10 0.24 -0.27 0.06
H 3.932 -0.506 -2.214 0.57 0.32 -0.90 0.12
H 2.918 0.068 -4.689 0.80 0.53 0.10 0.12
H 2.176 -1.412 -4.760 -0.61 -0.25 1.02 0.11
H 5.499 -0.330 -4.353 -0.18 0.59 -0.63 0.09
H 5.963 -1.596 -5.548 0.29 -0.14 0.37 0.09
H 5.598 -1.862 -3.736 0.88 -0.68 -0.18 0.07
H 1.062 -0.556 -2.518 -0.48 -0.75 -0.21 0.02
H 2.010 0.604 -2.138 -0.18 0.95 -0.18 -0.01
C 0.603 -3.572 1.741 -0.80 -1.35 -0.12 -0.13
C -0.281 -2.670 0.865 2.42 0.39 -0.06 -0.44
C -1.578 -3.311 0.466 1.38 -1.40 1.22 -0.28
O -2.268 -2.537 -0.419 -1.04 0.97 -1.36 -0.26
C -3.417 -3.111 -0.979 -0.85 -0.27 -0.96 -0.19
N -0.301 -1.400 1.574 -0.23 -0.73 0.17 0.05
H 0.924 -4.516 1.300 -0.37 -0.16 -0.58 0.05
H -0.047 -3.883 2.560 0.40 0.06 0.66 0.04
H 1.565 -3.182 2.075 -0.42 0.75 0.16 0.06
H 0.293 -2.559 -0.055 -0.03 0.58 -0.40 0.12
H -2.137 -3.541 1.373 -0.49 -0.25 0.09 0.10
H -1.221 -4.220 -0.017 -0.51 -0.67 -0.05 0.12
H -3.269 -3.959 -1.648 0.81 -0.83 0.58 0.07
H -3.861 -2.486 -1.754 0.11 1.09 0.49 0.08
H -4.201 -3.355 -0.262 0.14 -0.04 0.31 0.06
H -0.982 -0.781 1.157 0.23 0.52 -0.02 0.00
H -0.636 -1.637 2.497 -0.15 0.23 0.59 0.06
C -4.643 0.696 0.283 -0.26 -0.59 0.73 -0.05
C -3.417 0.569 1.205 -0.87 -0.52 0.41 -0.36
C -3.636 -0.501 2.342 0.16 1.34 -0.95 -0.21
O -4.842 -0.179 2.963 -1.06 -0.40 1.66 -0.22
C -5.027 -0.885 4.228 0.02 0.91 -1.09 -0.23
N -2.287 0.212 0.339 -0.64 0.21 1.06 0.01
H -4.939 -0.320 0.024 -0.23 -0.07 -0.26 0.08
H -4.383 1.224 -0.635 -0.04 0.15 0.12 0.06
H -5.484 1.177 0.782 -0.03 -0.09 -0.03 0.06
H -3.329 1.538 1.696 0.62 -0.06 0.17 0.11
H -2.816 -0.421 3.055 0.31 -0.18 0.07 0.11
H -3.716 -1.520 1.963 0.35 -0.26 -0.33 0.11
H -6.045 -0.712 4.578 -0.07 0.06 -0.26 0.06
H -4.360 -0.452 4.972 0.28 -0.22 0.09 0.06
H -4.878 -1.960 4.119 0.19 -0.07 -0.04 0.03
H -2.517 0.710 -0.510 0.66 0.23 -0.96 0.01
H -2.500 -0.753 0.130 0.23 -0.33 -0.50 0.04
C 0.192 1.934 3.263 0.37 -0.22 -0.12 -0.04
C 0.969 2.730 2.246 -0.96 1.79 0.24 -0.45
C 2.373 3.079 2.681 0.00 1.14 0.15 -0.18
O 2.356 4.004 3.761 -0.45 -0.26 1.43 -0.19
C 3.560 4.619 4.151 0.03 0.37 -0.59 -0.13
N 0.992 2.020 1.011 0.84 -1.43 -0.27 -0.02
H -0.777 1.745 2.799 -0.15 -0.30 0.38 0.07
H 0.118 2.394 4.248 -0.12 0.24 -0.16 0.07
H 0.752 1.007 3.386 -0.32 -0.43 0.06 0.07
H 0.424 3.643 2.009 0.09 0.55 0.50 0.12
H 2.805 3.629 1.845 0.63 -0.54 -0.33 0.13
H 2.874 2.161 2.986 0.49 -0.08 -0.28 0.12
H 3.606 4.910 5.200 -0.74 -0.24 0.22 0.07
H 3.626 5.552 3.591 0.46 0.18 -0.20 0.08
H 4.473 4.039 4.015 -0.05 -0.39 -0.45 0.08
H 1.424 2.479 0.222 -0.06 1.16 -0.28 0.05
H 1.677 1.302 1.201 0.06 -1.19 -0.32 0.03
C -0.994 -0.581 -4.931 -0.46 -0.73 0.08 -0.04
C -1.255 -1.574 -3.767 1.14 0.11 -0.69 -0.39
C -0.466 -2.930 -3.797 -1.52 1.04 -1.23 -0.15
O -0.823 -3.596 -5.044 1.75 -1.22 0.33 -0.20
C -0.060 -4.831 -5.262 -1.06 0.53 0.78 -0.12
N -0.885 -0.864 -2.561 0.52 -1.67 -0.27 -0.01
H -1.486 0.354 -4.664 0.06 0.09 0.07 0.07
H -1.468 -0.942 -5.844 0.19 -0.08 -0.16 0.06
H 0.057 -0.360 -5.114 0.07 -0.16 0.12 0.07
H -2.318 -1.813 -3.808 -0.34 -0.19 0.03 0.12
H -0.825 -3.547 -2.973 0.17 -0.12 0.27 0.11
H 0.593 -2.699 -3.678 0.11 -0.28 -0.30 0.09
H 0.999 -4.710 -5.488 -0.02 0.55 -0.36 0.07
H -0.574 -5.442 -6.005 0.07 0.47 -0.41 0.07
H -0.066 -5.485 -4.390 -0.18 0.20 0.56 0.06
H -1.339 0.038 -2.573 -0.88 0.84 0.27 -0.01
H -1.183 -1.424 -1.775 -0.07 0.25 0.36 0.05
```
Forces are in eV/Å.

Computed properties:
Multiplicity   5
HOMO-LUMO gap (spin up / spin down)   1.59 / 7.07 eV
Charge   -2
E_tot   -3023.7785 a.u.